Computed, not measured: a cluster of 17 separate species, C33H55BClN17OP in total, with ωB97M-V with the def2-TZVPD basis set.

XYZ file:
```
109
Properties=species:S:1:pos:R:3:lowdin_charge:R:1
C -0.4348 1.4557 -2.4188 -0.20
B -1.7394 0.6186 -2.9610 -1.01
N -2.0153 -0.7071 -2.2215 -0.06
P -3.3218 1.7358 -2.8454 0.61
O -4.6292 0.9344 -2.0785 -0.46
Cl -3.9741 1.9021 -4.8975 0.00
H -0.7043 2.3263 -1.7203 0.02
H 0.0470 1.9538 -3.3348 0.04
H 0.3454 0.7961 -1.9281 0.01
H -1.5326 0.3331 -4.1147 0.03
H -2.9314 -1.0287 -2.5886 0.01
H -1.3653 -1.4321 -2.5754 0.02
H -5.1183 1.5185 -1.4682 -0.04
C 1.9328 -0.0417 1.5633 -0.09
C 1.6790 1.0153 0.5845 -0.26
N 1.4795 1.8429 -0.1891 0.14
H 2.9404 0.0279 1.9782 0.03
H 1.2338 0.0079 2.4007 0.08
H 1.8347 -1.0339 1.1188 0.07
C 6.1620 2.0029 1.1174 -0.08
C 5.8014 0.6468 1.5232 -0.26
N 5.5174 -0.4208 1.8445 0.14
H 6.5047 2.5956 1.9626 0.03
H 6.9640 2.0016 0.3762 0.07
H 5.3130 2.5293 0.6744 0.09
C 4.3198 -2.1100 4.6588 -0.10
C 3.1530 -2.6003 3.9201 -0.25
N 2.2361 -2.9856 3.3399 0.14
H 5.1638 -1.9153 3.9946 0.04
H 4.1002 -1.1781 5.1842 0.08
H 4.6526 -2.8293 5.4035 0.03
C -4.3488 4.5183 -0.1522 -0.08
C -5.5950 3.8449 -0.5090 -0.29
N -6.5759 3.3124 -0.7915 0.12
H -4.5351 5.4867 0.3169 0.02
H -3.7589 3.9259 0.5500 0.09
H -3.7237 4.6958 -1.0301 0.07
C -7.2474 -0.9637 -2.9654 -0.08
C -8.4691 -1.6790 -2.5969 -0.29
N -9.4304 -2.2431 -2.3068 0.10
H -6.7442 -1.4379 -3.8093 0.06
H -7.4567 0.0684 -3.2525 0.09
H -6.5334 -0.9305 -2.1395 0.05
C -6.9953 8.1211 0.9845 -0.08
C -6.0226 7.2904 1.6943 -0.27
N -5.2584 6.6369 2.2523 0.14
H -7.5720 8.7417 1.6729 0.06
H -6.5079 8.7916 0.2742 0.07
H -7.7068 7.5136 0.4215 0.09
C 8.3176 -2.8164 4.4934 -0.06
C 7.3022 -2.8297 5.5458 -0.26
N 6.4966 -2.8400 6.3670 0.13
H 7.9961 -2.2249 3.6327 0.07
H 9.2583 -2.3897 4.8473 0.08
H 8.5337 -3.8235 4.1316 0.08
C 2.1401 -6.4926 2.6348 -0.19
C 2.6476 -7.1397 1.4211 -0.31
N 3.0461 -7.6506 0.4690 0.12
H 1.2044 -6.9226 2.9628 0.07
H 2.8532 -6.5989 3.4679 0.08
H 1.9745 -5.4274 2.4890 0.05
C 6.5398 2.4752 5.5721 -0.06
C 7.3768 2.2344 4.3969 -0.26
N 8.0331 2.0451 3.4717 0.15
H 5.4939 2.2305 5.3757 0.08
H 6.8611 1.8713 6.4231 0.08
H 6.5768 3.5213 5.8825 0.08
C -6.4493 -0.9431 1.1051 -0.07
C -5.2178 -0.1567 1.0327 -0.27
N -4.2499 0.4608 0.9761 0.16
H -6.5994 -1.5372 0.2013 0.06
H -6.4342 -1.6346 1.9501 0.08
H -7.3266 -0.3035 1.2232 0.08
C -6.2964 12.5505 0.2176 -0.07
C -7.5208 11.8446 0.5957 -0.28
N -8.4827 11.2893 0.8928 0.13
H -5.8001 12.0677 -0.6267 0.08
H -6.5026 13.5824 -0.0730 0.08
H -5.5809 12.5810 1.0417 0.08
C -10.0503 -2.7436 -5.9574 -0.08
C -8.8194 -1.9582 -6.0442 -0.27
N -7.8520 -1.3403 -6.1126 0.15
H -10.2076 -3.3428 -6.8567 0.08
H -10.0281 -3.4292 -5.1080 0.07
H -10.9260 -2.1031 -5.8353 0.08
C -1.1478 -6.4524 -0.6737 -0.04
C -0.1943 -6.4312 0.4343 -0.13
N 0.5601 -6.4144 1.3072 0.09
H -0.6410 -6.3925 -1.6392 0.09
H -1.7415 -7.3687 -0.6737 0.08
H -1.8438 -5.6127 -0.6189 0.09
C 4.2167 -4.9809 -1.4346 -0.08
C 3.9637 -3.9256 -2.4162 -0.27
N 3.7650 -3.0965 -3.1882 0.13
H 5.2225 -4.9074 -1.0155 0.06
H 3.5140 -4.9305 -0.6008 0.07
H 4.1217 -5.9738 -1.8783 0.08
C 8.1377 -3.8890 -1.7871 -0.07
C 8.3004 -3.5257 -0.3793 -0.27
N 8.4282 -3.2389 0.7263 0.13
H 7.7220 -4.8929 -1.8964 0.08
H 7.4656 -3.2003 -2.3035 0.08
H 9.0916 -3.8723 -2.3179 0.08
C 5.3442 0.2141 -3.6329 -0.07
C 6.2479 1.1831 -3.0136 -0.27
N 6.9608 1.9430 -2.5265 0.12
H 5.4348 -0.7712 -3.1714 0.05
H 4.3002 0.5206 -3.5391 0.09
H 5.5528 0.0940 -4.6979 0.08
```

**Charge**: -1
**HOMO energy**: -3.43 eV
**LUMO energy**: 1.6152 eV

Computed, not measured: a cluster of 21 separate species, H41O21 in total, with ωB97M-V with the def2-TZVPD basis set.

XYZ file:
```
62
Properties=species:S:1:pos:R:3:lowdin_charge:R:1
O 3.4177 2.4284 3.1649 -0.06
H 2.5092 2.7381 3.1675 0.02
H 3.6410 1.9524 2.3609 -0.02
O -2.0344 1.7193 -0.1223 -0.12
H 2.5785 0.3510 2.7269 0.06
H -2.1804 0.7761 0.2163 -0.02
O 0.0700 -5.1074 0.8385 -0.11
H -0.8777 2.4409 -4.5144 0.03
H -0.0399 -4.1527 0.5177 -0.02
O -1.3824 1.6256 -4.4206 -0.05
H -1.9812 -1.9113 -3.9802 0.04
H -0.0364 -0.5628 -1.0457 0.03
O 0.3724 -0.6507 -1.9559 -0.08
H -0.1232 -0.0650 -2.5345 0.04
H -3.2290 -1.6304 -1.1025 0.01
O 1.3316 4.4631 0.8669 -0.04
H -0.3872 3.0747 2.1190 0.00
H 1.6948 3.5921 0.7140 0.03
O -0.2266 2.6019 2.9450 -0.08
H 1.0111 -5.2617 0.6957 0.02
H -2.8907 2.1491 -0.0684 0.03
O 3.8547 -2.4329 0.2718 -0.06
H -1.5708 1.5960 -3.4747 0.02
H 0.5039 4.6627 0.4240 0.01
O 3.7755 -0.0330 -1.8449 -0.04
H 2.9311 -2.6818 0.3992 0.01
H -1.8326 -2.3835 -2.4738 0.05
O -3.5996 -2.4878 -0.8885 -0.06
H -0.9396 1.9132 2.7942 0.03
H 0.0190 1.2053 0.5534 0.02
O 0.6883 -2.5408 2.1308 -0.06
H 1.0269 -2.5592 -4.0108 0.01
H 0.6975 -1.6005 2.3577 0.03
O -0.9653 -2.9188 0.0092 -0.12
H -1.4038 -2.0948 0.4561 0.04
H -1.6120 -3.5928 0.2386 0.04
O -2.1342 -1.6573 -3.0682 -0.07
H 2.8357 -0.0399 -2.0336 0.03
H 4.4008 0.4454 -2.3903 0.05
O -2.2994 -0.7565 0.5593 -0.35
H -0.8272 -0.0099 0.3316 0.02
H -2.3445 -0.5300 1.4965 0.02
O -1.8268 4.5915 -0.5021 -0.05
H -5.0391 -0.7926 0.5490 0.03
H -2.0524 3.8546 0.0743 0.00
O 1.7775 -2.1583 -3.5725 -0.09
H -3.2908 -2.9014 -0.0964 0.01
O 0.1748 0.2639 0.4175 -0.11
H -1.3795 4.3796 -1.3215 0.04
H 1.4835 -1.5504 -2.8710 -0.04
O -2.8731 2.1457 2.3386 -0.06
H 5.3242 0.6628 -0.2302 0.01
H -3.4319 1.3828 2.0972 0.05
O 5.2660 1.4111 0.3738 -0.07
H -3.8101 -1.5084 1.1177 -0.01
H 4.3026 1.3902 0.5267 0.01
O -4.7003 -1.1633 1.3769 -0.11
H 3.7169 -1.7923 -0.4706 0.03
H -3.6713 2.6768 2.5164 0.07
O 3.0435 0.1560 1.8932 -0.08
H 3.5774 -0.6098 2.1566 0.06
H 0.9675 -2.5123 1.2001 0.01
```

**Charge**: -1
**Relative energy (zero: lowest compared OMol25 entry of this formula, charge and spin)**: 4.0599 eV
**HOMO energy**: -7.61 eV
**LUMO energy**: 1.8569 eV